No. 1
Computed, not measured: the molecule Cl2HNS in a non-equilibrium geometry, with wB97M-V/def2-TZVPD.

Summary:
Max |F| in Eh/bohr: 0.0834
Net charge: 0
Orbital gap in eV: 9.93
DFT total energy in Ha: -1373.8777

Last column: Mulliken charge in e.
CARTESIAN COORDINATES (ANGSTROEM)
N 1.166432 -0.073529 -0.586697  -0.41
S -0.327864 0.126908 -0.679346  0.44
Cl -1.323614 1.610628 0.552491  -0.19
Cl -1.012869 -1.492282 0.419445  -0.14
H 1.497914 -0.171727 0.294106  0.29

Forces on atoms 1 to 3 (eV/Å):
-2.072 1.766 -3.314
0.357 -0.617 -0.097
0.623 -0.425 -0.265


No. 2
Computed, not measured: the molecule Cl2NO3P in a non-equilibrium geometry, with wB97M-V/def2-TZVPD.

Summary:
Max |F| in Eh/bohr: 0.1064
Net charge: 0
Orbital gap in eV: 10.18
Structure (SMILES): O=[N+]([O-])P(=O)(Cl)Cl
DFT total energy in Ha: -1542.1627

Last column: Mulliken charge in e.
CARTESIAN COORDINATES (ANGSTROEM)
N -1.167690 -0.258862 -0.275815  0.91
O -1.808226 0.684178 -0.108312  -0.50
O -1.366315 -1.390956 -0.489020  -0.52
O 0.506737 0.521543 1.712431  -0.53
P 0.692604 0.170898 0.219379  0.89
Cl 1.612382 -1.461504 -0.448954  -0.13
Cl 1.530508 1.734700 -0.609708  -0.12

Forces on atoms 1 to 3 (eV/Å):
5.467 0.068 0.264
-3.500 2.760 0.147
-1.432 -2.209 -0.653


No. 3
Computed, not measured: a structure of composition Cl2O8Rb in a non-equilibrium geometry, with wB97M-V/def2-TZVPD.

Summary:
Max |F| in Eh/bohr: 0.2512
Net charge: -1
Orbital gap in eV: 8.35
DFT total energy in Ha: -1545.7491

Last column: Mulliken charge in e.
CARTESIAN COORDINATES (ANGSTROEM)
Rb 0.310529 0.099773 -0.014259  0.84
Cl -1.307393 1.552159 -1.971035  1.65
O -0.068928 0.878231 -1.720340  -0.63
O -2.388889 0.651103 -2.490187  -0.64
O -1.984477 1.866691 -0.759692  -0.67
O -1.150904 2.747480 -2.755077  -0.63
Cl 1.388928 -1.582904 1.982694  1.57
O 1.591148 -1.763477 3.356451  -0.61
O 2.531801 -1.517193 1.102008  -0.60
O 0.442848 -2.544627 1.426750  -0.63
O 0.635337 -0.387236 1.842687  -0.64

Forces on atoms 1 to 3 (eV/Å):
0.751 -2.458 0.153
-6.304 -0.116 -2.311
-2.161 5.054 -11.692


No. 4
Computed, not measured: a cluster of 2 separate species, Cl2S in total in a non-equilibrium geometry, with wB97M-V/def2-TZVPD.

Summary:
Max |F| in Eh/bohr: 0.0332
Net charge: 0
Orbital gap (spin up / spin down) in eV: 3.87 / 3.84
DFT total energy in Ha: -1318.4048

Last column: Mulliken charge in e.
CARTESIAN COORDINATES (ANGSTROEM)
S 0.541331 -0.093072 0.001031  0.35
Cl -3.103134 0.032676 -0.002072  -0.35
Cl 2.561804 0.060396 0.001042  0.00

Cartesian forces, eV/Å:
0.784 -0.029 -0.002
0.922 0.035 0.001
-1.706 -0.005 0.001


No. 5
Computed, not measured: a structure of composition Cl3FLi2 in a non-equilibrium geometry, with wB97M-V/def2-TZVPD.

Summary:
Max |F| in Eh/bohr: 0.3118
Net charge: -2
Orbital gap in eV: 3.61
DFT total energy in Ha: -1495.4935

Last column: Mulliken charge in e.
CARTESIAN COORDINATES (ANGSTROEM)
Li -0.642038 1.140137 -1.194222  0.81
Li -0.009308 -0.120473 0.264968  0.81
Cl 1.756772 -0.277493 0.734868  -0.93
Cl -0.283168 -0.443933 -1.310142  -0.88
Cl -0.759348 -1.680803 1.119178  -0.95
F -0.062908 1.382567 0.385348  -0.87

Forces on atoms 1 to 3 (eV/Å):
-1.505 8.326 1.085
-0.029 0.159 7.166
6.280 -0.660 1.431


No. 6
Computed, not measured: a cluster of 2 separate species, Cl3H2N3 in total in a non-equilibrium geometry, with wB97M-V/def2-TZVPD.

Summary:
Max |F| in Eh/bohr: 0.0690
Net charge: 0
Orbital gap in eV: 7.47
DFT total energy in Ha: -1545.8404

Last column: Mulliken charge in e.
CARTESIAN COORDINATES (ANGSTROEM)
N 0.850531 0.689338 0.733869  -0.47
N -0.046027 -0.622328 -2.024695  -0.20
N -0.680650 -0.729054 -1.088645  0.30
Cl 2.337297 -0.152362 0.483620  -0.06
Cl -1.434357 -2.021722 -0.116166  0.06
Cl -2.019116 0.713634 -0.617178  -0.17
H 0.614385 1.715629 1.056148  0.28
H 0.377936 0.406867 1.573047  0.26

Forces on atoms 1 to 3 (eV/Å):
-2.519 2.100 0.796
-0.496 -0.971 2.185
-0.513 1.267 -2.494


No. 7
Computed, not measured: a cluster of 2 separate species, Cl3H7Si4 in total in a non-equilibrium geometry, with wB97M-V/def2-TZVPD.

Summary:
Max |F| in Eh/bohr: 0.0606
Net charge: 0
Orbital gap in eV: 8.87
DFT total energy in Ha: -2542.7636

Last column: Mulliken charge in e.
CARTESIAN COORDINATES (ANGSTROEM)
Si -0.942420 1.122892 -0.998186  0.32
Si -0.417237 -0.404894 0.637594  0.18
Si 0.941865 -2.242189 0.212433  0.40
Si 5.503725 1.005015 0.254594  0.28
Cl 4.700528 -0.868249 0.702477  -0.16
Cl 3.868038 1.868740 -0.641895  -0.14
Cl 2.364628 -1.580639 -1.147496  -0.24
H -0.609219 0.501057 -2.354679  -0.08
H -2.130823 1.903661 -0.589970  -0.09
H -0.092097 2.385403 -1.176981  -0.10
H -1.674731 -1.212298 0.897272  -0.09
H -0.068244 0.210005 1.985951  -0.08
H 0.287170 -3.399093 -0.314085  -0.11
H 1.960941 -2.553445 1.436819  -0.08

Forces on atoms 1 to 3 (eV/Å):
1.504 1.439 -1.054
-0.518 -0.624 1.360
2.549 1.006 1.482


No. 8
Computed, not measured: a structure of composition Cl3O12Ti in a non-equilibrium geometry, with wB97M-V/def2-TZVPD.

Summary:
Max |F| in Eh/bohr: 0.2275
Net charge: -2
Orbital gap (spin up / spin down) in eV: 5.70 / 6.07
Multiplicity: 4
DFT total energy in Ha: -3132.0001

Last column: Mulliken charge in e.
CARTESIAN COORDINATES (ANGSTROEM)
Ti 2.068934 0.947934 -2.560079  0.75
Cl -3.288956 -1.563816 -1.311899  1.52
O -2.351736 -2.414206 -1.896649  -0.62
O -3.193326 -0.198956 -2.051119  -0.74
O -4.521946 -1.983136 -1.657579  -0.59
O -3.045756 -1.148366 0.104941  -0.57
Cl -0.330986 2.115534 -0.367679  1.70
O -0.704736 3.338234 0.161451  -0.67
O 1.013314 1.795434 0.017401  -0.59
O -1.274536 1.167104 0.158691  -0.49
O -0.251756 2.307544 -1.913129  -0.74
Cl 3.191654 -0.891626 2.280161  1.71
O 2.598084 0.323004 1.995581  -0.64
O 3.993194 -1.171466 1.168091  -0.73
O 4.009174 -0.880826 3.362851  -0.66
O 2.089374 -1.742386 2.508971  -0.67

Forces on atoms 1 to 3 (eV/Å):
-1.778 0.795 1.651
4.417 10.827 0.268
2.736 -2.520 0.107


No. 9
Computed, not measured: the molecule Cl3OPS in a non-equilibrium geometry, with wB97M-V/def2-TZVPD.

Summary:
Max |F| in Eh/bohr: 0.0818
Net charge: 0
Orbital gap (spin up / spin down) in eV: 5.60 / 6.96
Multiplicity: 3
DFT total energy in Ha: -2195.3153

Last column: Mulliken charge in e.
CARTESIAN COORDINATES (ANGSTROEM)
O 0.361690 0.065908 1.186121  -0.44
P -0.114025 -0.521169 -0.009007  0.69
S -0.170566 1.198167 -1.792829  0.14
Cl -2.116003 -0.983639 0.182838  -0.23
Cl 0.898595 -2.059489 -0.685491  -0.20
Cl 0.192370 2.700934 -0.460561  0.03

Forces on atoms 1 to 3 (eV/Å):
1.675 1.369 3.606
-2.065 -0.320 -1.419
0.245 2.681 -0.500


No. 10
Computed, not measured: a structure of composition Cl4HN3P3 in a non-equilibrium geometry, with wB97M-V/def2-TZVPD.

Summary:
Max |F| in Eh/bohr: 0.0915
Net charge: +1
Orbital gap (spin up / spin down) in eV: 6.38 / 6.39
DFT total energy in Ha: -3029.5042

Last column: Mulliken charge in e.
CARTESIAN COORDINATES (ANGSTROEM)
N 2.306211 1.687510 0.214961  -0.23
N 3.001961 -0.948655 -0.306228  -0.23
N 0.010369 0.296199 -0.199585  -0.34
P 0.780424 1.617634 -0.350285  0.19
P 1.658288 -1.706881 -0.086218  0.81
P 3.438999 0.583245 0.087852  0.81
Cl 1.318960 -2.501199 1.771672  -0.06
Cl 1.572977 -3.084331 -1.381740  0.00
Cl 4.583483 0.812914 1.716282  -0.11
Cl 4.488414 1.147258 -1.500959  -0.12
H -0.917259 0.116822 -0.555992  0.28

Forces on atoms 1 to 3 (eV/Å):
-1.481 -1.296 -0.318
-0.651 0.464 0.933
1.281 -4.503 0.478


Computed energy relative to the best compared isomer or geometry (same formula, charge and spin) (kcal/mol) in order:
0.95; 25.73; 163.16; 93.11; 192.10; 33.43; 34.38; 63.72; 38.93; 82.34